Here is 2 unconnected molecules or ions with the total composition C12H23BClN3O4S at a distorted geometry from OMol25. Energies are from the ωB97M-V functional and the def2-TZVPD basis.

Element x y z (Å)
C: -0.2183 -4.0076 2.1073
C: -1.3831 -3.0096 2.2108
C: -1.0610 -1.7206 1.5369
C: -1.0146 -1.4784 0.1883
B: -1.3138 -2.5268 -0.9556
O: -0.2538 -3.1991 -1.4744
O: -2.5545 -2.8066 -1.4180
C: -3.6397 -1.9101 -1.1471
N: -0.6739 -0.1384 0.0442
C: -0.4889 0.5207 -1.2567
C: 0.7951 0.0428 -1.9544
C: 1.4122 1.1801 -2.7345
N: 2.7626 1.4195 -2.5673
O: 0.7173 1.8366 -3.4470
C: -0.5294 0.4451 1.2327
C: -0.1764 1.8394 1.5444
C: 1.3310 2.0604 1.6586
C: 1.6168 3.5708 1.6361
S: 1.9302 4.2080 -0.0477
N: -0.7570 -0.5232 2.1457
Cl: -0.6515 -0.3181 3.8082
H: 0.7171 -3.4639 2.2206
H: -0.1964 -4.4742 1.1298
H: -0.2523 -4.7422 2.9021
H: -2.2575 -3.4083 1.7008
H: -1.6642 -2.8538 3.2467
H: -0.4917 -3.6281 -2.3049
H: -3.3496 -0.8673 -1.2293
H: -4.4206 -2.1161 -1.8674
H: -4.0319 -2.0962 -0.1509
H: -1.3716 0.3191 -1.8519
H: -0.4395 1.5903 -1.0906
H: 1.4544 -0.4009 -1.2117
H: 0.5488 -0.7674 -2.6340
H: 3.1930 0.7413 -1.9540
H: 3.2642 1.4018 -3.4476
H: -0.6525 2.1224 2.4791
H: -0.5738 2.5104 0.7859
H: 1.8742 1.6122 0.8289
H: 1.7257 1.6476 2.5857
H: 0.7226 4.0711 2.0067
H: 2.4360 3.8378 2.2914
H: 1.5161 3.1582 -0.7741
O: 3.4268 5.5861 -2.3434
H: 2.9734 4.7352 -2.4286

Forces on the atoms, in the same order (eV/Å):
C 0.154 0.583 0.158
C 0.140 -0.120 -0.088
C -0.289 -0.208 -0.957
C -0.065 0.036 0.966
B 0.177 -0.138 -0.282
O 0.104 0.242 -0.116
O -0.059 0.587 -0.012
C -0.148 -0.384 0.136
N -0.094 0.095 -0.075
C 0.223 -0.002 0.070
C -0.358 -0.228 0.836
C 0.770 -0.259 0.307
N 0.047 -1.349 -0.104
O -0.893 0.567 -0.906
C -0.173 -0.349 0.009
C 0.138 0.085 -0.047
C 0.545 0.677 0.242
C -0.909 -0.552 -0.411
S 0.544 0.811 -0.121
N 0.100 0.010 0.033
Cl 0.022 0.130 0.011
H 0.171 -0.032 0.045
H 0.001 -0.211 -0.073
H -0.156 -0.284 -0.049
H -0.169 -0.122 0.079
H -0.026 0.147 0.124
H 0.018 -0.319 0.076
H 0.121 0.112 -0.046
H -0.066 -0.026 -0.134
H -0.043 0.016 0.138
H -0.132 0.036 -0.113
H -0.069 0.136 0.011
H 0.219 0.117 0.113
H 0.117 0.003 -0.286
H 0.132 0.099 0.095
H 0.049 0.954 -0.015
H -0.096 -0.026 0.128
H -0.043 -0.014 -0.186
H -0.007 -0.270 -0.046
H -0.136 -0.340 0.085
H 0.024 0.174 0.287
H 0.292 0.014 -0.111
H -0.052 -0.120 0.247
O -0.238 -0.288 0.214
H 0.112 0.008 -0.235

Computed properties:
Net charge: 0
HOMO energy: -0.145 Eh

Atomic partial charges in e from the natural (NBO) method, atoms 1 to 5: atom 1 (C): -0.597, atom 2 (C): -0.451, atom 3 (C): 0.183, atom 4 (C): -0.201, atom 5 (B): 1.102



Here is 2 unconnected molecules or ions with the total composition C12H23Cl2FO4P at a distorted geometry from OMol25. Energies are from the ωB97M-V functional and the def2-TZVPD basis.

Element x y z (Å)
C: 1.5207 -2.7716 1.4645
C: 0.9558 -1.9075 0.1485
C: -0.4823 -2.4857 -0.3861
O: -1.5863 -1.5134 -0.3857
P: -2.3398 -1.3612 1.1768
C: -3.5037 -2.8633 0.9069
C: -2.9805 -4.2628 1.5867
F: -2.4538 -4.1115 2.9771
C: -1.2835 0.2047 1.6455
Cl: -0.1587 0.1657 3.1635
C: -1.2730 1.4655 0.8519
C: -0.3442 2.7702 1.3290
Cl: -2.2646 1.6825 -0.6987
H: 2.7108 -2.7097 1.4636
H: 1.1566 -2.3358 2.4877
H: 1.1725 -3.9063 1.4346
H: 1.7631 -2.1165 -0.7056
H: 0.9859 -0.7454 0.3278
H: -0.3141 -2.7968 -1.5259
H: -0.6958 -3.4827 0.1882
H: -1.3070 -2.1483 1.8004
H: -2.9676 -1.2099 2.4968
H: -3.4241 -0.5199 0.6692
H: -4.5329 -2.5980 1.4507
H: -3.7682 -2.9470 -0.2421
H: -2.2352 -4.8667 0.8762
H: -3.9414 -4.9613 1.6873
H: -0.8211 3.7550 0.8544
H: 0.7695 2.6883 0.9581
H: -0.4302 2.9327 2.5072
C: 2.5229 3.9644 -3.8859
C: 2.3065 2.9988 -2.7385
C: 1.7259 3.6421 -1.5157
O: 2.2079 2.8120 -0.4741
C: 3.3826 2.2757 -0.9227
O: 4.1809 1.6786 -0.2208
O: 3.5466 2.5024 -2.2607
H: 1.5741 4.3764 -4.2419
H: 3.1771 4.7913 -3.5881
H: 3.0218 3.4583 -4.7195
H: 1.7045 2.1443 -3.0705
H: 0.6323 3.6514 -1.5282
H: 2.0898 4.6608 -1.3419

Forces on the atoms, in the same order (eV/Å):
C 0.325 0.427 0.037
C 1.081 -0.924 -0.059
C 0.616 0.169 -1.218
O 1.691 -1.588 0.209
P -1.022 -0.543 1.610
C -1.351 -1.098 0.547
C -1.631 -0.776 -1.003
F -0.845 -0.247 -2.882
C 0.351 5.035 -3.056
Cl -1.346 0.201 -1.830
C 1.680 -2.039 3.736
C -1.299 0.422 -0.453
Cl 1.336 -0.223 1.880
H -2.524 -0.289 0.028
H 0.542 -0.736 -2.068
H 0.799 2.392 -0.151
H -1.725 0.469 1.691
H -0.383 -2.390 -0.162
H -0.509 0.713 2.304
H 0.121 1.947 -0.876
H 0.068 -0.020 -0.190
H 0.297 0.111 -0.016
H 0.788 -0.016 -0.438
H 2.115 -0.506 -1.080
H 0.729 -0.446 2.242
H -1.141 1.525 2.010
H 2.145 1.294 0.096
H 0.993 -2.094 0.847
H -2.506 -0.034 1.117
H 0.352 -0.682 -2.655
C 0.393 -0.063 -0.236
C -0.352 0.627 -1.116
C -0.954 0.338 0.056
O 1.219 -0.458 -0.352
C 1.656 -1.328 1.596
O -1.768 1.386 -1.618
O 0.144 -0.295 1.027
H 0.073 -0.119 0.087
H -0.162 -0.103 0.101
H -0.194 0.036 0.087
H -0.025 0.090 0.143
H 0.163 -0.125 0.197
H 0.059 -0.041 -0.189

Computed properties:
Net charge: -1
HOMO energy: -0.163 Eh

Atomic partial charges in e from the natural (NBO) method, atoms 1 to 5: atom 1 (C): -0.638, atom 2 (C): -0.438, atom 3 (C): -0.081, atom 4 (O): -0.847, atom 5 (P): 1.009



Here is a gas-phase ion, C12H23N2O (charge +1) at a distorted geometry from OMol25. Energies are from the ωB97M-V functional and the def2-TZVPD basis.

Element x y z (Å)
C: -0.6500 0.6204 -2.3424
C: 0.5529 0.0345 -1.5611
C: 1.8386 0.8805 -1.7262
C: 0.8439 -1.3687 -2.0590
N: -0.0570 -0.0747 -0.0767
C: -0.1424 1.3112 0.3180
C: -1.4218 1.7629 1.0092
C: -1.7650 2.5402 2.0929
C: -3.2374 2.4815 2.1576
C: -3.5991 1.7820 1.0351
O: -2.5503 1.3686 0.3501
C: 0.5603 -1.0404 1.0233
C: -0.1242 -0.6515 2.3204
C: 0.0805 -2.4603 0.7238
N: 1.9532 -0.9411 1.0664
H: -0.5267 1.8098 -2.5939
H: -0.7391 0.1175 -3.3091
H: -1.5728 0.4055 -1.6499
H: 1.6864 1.9013 -1.4293
H: 2.1246 0.9231 -2.7680
H: 2.6608 0.3843 -1.0706
H: 1.6933 -1.8283 -1.5629
H: -0.1344 -1.9292 -1.8779
H: 1.1764 -1.3566 -3.0954
H: -1.0097 -0.4300 -0.1688
H: -0.3180 1.9646 -0.6052
H: 0.7276 1.5987 1.0747
H: -1.1258 2.8893 2.9209
H: -3.8802 3.0275 2.9276
H: -4.4620 1.3582 0.5717
H: -1.1998 -0.9414 2.2279
H: 0.3070 -1.1133 3.2166
H: -0.2421 0.3606 2.6167
H: -0.2341 -3.1208 1.5651
H: -0.8123 -2.5362 0.0117
H: 0.8711 -2.9859 0.1565
H: 2.6189 -1.3814 0.3938
H: 2.4086 -0.8369 1.9901

Forces on the atoms, in the same order (eV/Å):
C -0.680 1.880 0.562
C 0.144 -0.342 -0.811
C 0.514 -1.333 2.263
C -1.397 -0.510 0.519
N 1.223 -0.236 -0.607
C -0.385 4.001 2.070
C 0.037 0.078 0.924
C -0.621 -1.400 0.186
C 0.066 0.959 -0.048
C -1.095 0.477 1.395
O 2.056 -0.541 -0.410
C -0.395 -0.631 0.398
C -1.340 -0.531 0.787
C -0.977 -1.749 -2.149
N 2.407 0.640 0.634
H -0.500 -2.981 0.816
H -0.182 0.064 0.243
H 1.192 0.843 -2.175
H 0.100 0.444 0.341
H 0.004 -0.418 -0.252
H -1.178 1.167 -1.365
H -0.192 -0.173 0.449
H 1.643 0.090 -0.806
H -0.607 0.118 -0.182
H 0.072 -0.024 -0.294
H 1.601 -0.951 1.225
H -1.467 -0.478 -2.307
H -0.304 -0.034 -0.898
H 0.981 -1.147 -1.427
H -0.953 0.460 0.391
H 0.777 -0.222 0.239
H -0.034 -0.499 -0.537
H 0.639 1.179 -0.275
H 0.625 1.016 -0.168
H 0.909 0.426 1.015
H -0.385 0.080 0.464
H -1.527 0.264 0.816
H -0.773 0.015 -1.026

Computed properties:
Energy above the lowest of the compared OMol25 structures with the same formula, charge and spin: 57.12 kJ/mol
SMILES: CC(C)(C)[N@H+](Cc1ccco1)C(C)(C)N
Net charge: +1
HOMO energy: -0.438 Eh

Atomic partial charges in e from the natural (NBO) method, atoms 1 to 5: atom 1 (C): -0.662, atom 2 (C): 0.216, atom 3 (C): -0.647, atom 4 (C): -0.645, atom 5 (N): -0.444



Here is a molecular structure, C12H23NO4PPb at a distorted geometry from OMol25. Energies are from the ωB97M-V functional and the def2-TZVPD basis.

Element x y z (Å)
C: -2.7695 -1.5675 -1.0940
C: -1.7244 -1.1352 0.0334
C: -2.5846 -0.9932 1.3506
C: -1.2067 0.2858 -0.4103
C: 0.1061 0.7881 0.3080
C: 0.7170 2.0561 -0.4416
C: 1.1007 1.7656 -1.9396
C: 1.6846 3.1080 -2.5141
O: 1.2173 3.5873 -3.5930
O: 2.7083 3.7924 -1.7893
P: -0.3284 1.4346 2.0327
O: -1.4946 2.4290 1.8843
C: 1.1451 -0.4061 0.3130
C: 0.5733 -1.8130 0.7200
C: 0.5513 -2.0046 2.3076
C: 1.6629 -2.8703 0.2261
N: -0.6910 -2.1953 0.0597
O: -0.5141 -2.7527 -1.0910
H: -3.6725 -0.9277 -0.9225
H: -2.3903 -1.3322 -2.1118
H: -3.0505 -2.6422 -0.9800
H: -2.9622 0.0625 1.4148
H: -2.0372 -1.1897 2.2981
H: -3.4691 -1.6761 1.2796
H: -1.9835 1.0821 -0.2702
H: -1.0422 0.2269 -1.5243
H: -0.0718 2.8538 -0.3461
H: 1.6018 2.4363 0.1386
H: 0.2076 1.5532 -2.5676
H: 1.9240 1.0140 -2.0600
H: 2.3257 4.0903 -0.9345
H: -0.7794 0.3989 2.8946
H: 0.7738 2.1277 2.6216
H: 1.9957 -0.1336 0.9997
H: 1.6276 -0.5395 -0.6964
H: 0.7810 -1.0482 2.8455
H: 1.3835 -2.6970 2.5995
H: -0.3837 -2.4888 2.6659
H: 1.3189 -3.9184 0.3850
H: 2.5700 -2.7229 0.8742
H: 2.0002 -2.6731 -0.8181
Pb: 3.1794 4.6345 -4.1482

Forces on the atoms, in the same order (eV/Å):
C -0.103 0.828 0.697
C -2.766 0.333 -0.549
C 0.037 0.100 0.024
C 0.607 0.458 -0.271
C 0.873 -1.164 -0.509
C -0.565 -0.158 0.860
C 0.601 2.151 -0.051
C -2.685 -1.836 0.678
O 2.807 -0.186 2.123
O -1.678 -0.360 -2.255
P -3.624 2.382 -0.440
O 2.190 -1.471 -0.147
C 0.024 0.559 0.016
C 2.378 -1.712 1.198
C 0.283 -0.041 -0.152
C 0.557 0.716 0.561
N 0.767 1.751 -1.288
O -0.195 0.013 0.832
H 0.613 -0.600 -0.197
H -0.217 -0.529 0.677
H 0.301 0.954 -0.202
H 0.213 -0.991 -0.075
H -0.371 -0.048 -0.728
H 0.873 0.520 0.272
H 0.374 -0.936 0.028
H 0.192 -0.003 1.032
H 0.588 -0.580 -0.444
H -0.485 -0.567 -0.475
H 0.822 -0.074 0.395
H -0.750 0.397 0.214
H 0.328 -0.199 0.110
H 0.910 0.078 -0.338
H 0.193 -0.855 -0.296
H -0.713 -0.496 -0.485
H -0.682 0.236 0.728
H -0.510 -0.889 -0.366
H -0.794 0.601 -0.325
H 0.597 0.602 -0.218
H 0.158 0.875 -0.347
H -0.793 -0.107 -0.552
H -0.568 -0.474 0.682
Pb 0.212 0.724 -0.417

Computed properties:
Energy above the lowest of the compared OMol25 structures with the same formula, charge and spin: 337.45 kJ/mol
Net charge: +2
HOMO energy (spin up / spin down): -0.475 / -0.522 Eh
Multiplicity: 2

Atomic partial charges in e from the natural (NBO) method, atoms 1 to 5: atom 1 (C): -0.596, atom 2 (C): 0.096, atom 3 (C): -0.645, atom 4 (C): -0.442, atom 5 (C): -0.330



Here is 3 unconnected molecules or ions with the total composition C12H23NO6S2 from OMol25. Energies are from the ωB97M-V functional and the def2-TZVPD basis.

Element x y z (Å)
N: -2.8744 1.2339 0.4254
C: -1.4246 1.1734 0.5433
C: -0.9377 -0.2387 0.5718
C: 0.0290 -0.8401 -0.1238
C: 0.9492 -0.3481 -1.1872
C: 2.4328 -0.4779 -0.8202
C: 2.7417 0.0449 0.5700
O: 4.1478 0.2487 0.6673
C: 0.0739 -2.2632 0.3186
O: 0.7930 -3.1277 -0.0601
O: -0.8865 -2.4636 1.2913
C: -1.5166 -1.2472 1.5079
O: -2.3685 -1.1280 2.3289
H: -3.1670 2.2017 0.5145
H: -3.3034 0.7186 1.1856
H: -0.9786 1.6768 -0.3176
H: -1.0404 1.6856 1.4404
H: 0.7086 0.6949 -1.4099
H: 0.7732 -0.9364 -2.0932
H: 2.7444 -1.5185 -0.9227
H: 3.0199 0.1047 -1.5342
H: 2.4030 -0.6637 1.3363
H: 2.2120 0.9943 0.7428
H: 4.4116 0.1842 1.5877
C: -0.0251 -4.8851 -2.7117
S: 1.6504 -4.3758 -3.1050
O: 1.6901 -2.8931 -2.9774
C: 1.5538 -4.7048 -4.8695
H: -0.1665 -4.7137 -1.6468
H: -0.7262 -4.2824 -3.2891
H: -0.1436 -5.9450 -2.9374
H: 0.7337 -4.1272 -5.2950
H: 1.4071 -5.7723 -5.0359
H: 2.4979 -4.3899 -5.3088
C: -1.9966 6.3420 2.8038
S: -1.5474 4.7634 2.0767
O: -2.7996 4.1900 1.5112
C: -1.2483 3.9133 3.6323
H: -2.2703 7.0081 1.9884
H: -2.8466 6.1993 3.4702
H: -1.1407 6.7493 3.3417
H: -2.1477 3.9619 4.2454
H: -0.4029 4.3772 4.1405
H: -1.0139 2.8762 3.4038

Forces on the atoms, in the same order (eV/Å):
N -0.035 -0.070 -0.071
C 0.001 0.070 0.001
C 0.008 0.003 0.061
C -0.077 -0.066 -0.053
C -0.068 0.126 -0.103
C 0.041 -0.029 0.001
C 0.032 0.060 -0.002
O -0.035 -0.082 -0.004
C -0.008 0.302 0.008
O 0.057 -0.437 0.100
O 0.038 0.064 0.013
C 0.066 -0.065 -0.232
O -0.080 0.082 0.127
H 0.012 -0.009 0.025
H 0.012 0.048 0.018
H -0.009 -0.002 0.066
H 0.037 -0.055 0.007
H -0.009 -0.051 0.045
H 0.032 0.024 0.082
H -0.009 0.076 0.053
H -0.043 -0.035 0.009
H -0.005 0.015 -0.053
H 0.022 -0.033 -0.014
H 0.005 0.037 0.030
C -0.044 -0.032 0.031
S 0.028 0.125 -0.004
O 0.002 0.019 -0.111
C -0.019 -0.095 -0.021
H 0.017 -0.009 -0.018
H 0.017 0.012 -0.012
H 0.003 0.004 0.000
H 0.000 0.014 0.018
H 0.004 0.007 -0.009
H 0.005 0.006 0.018
C 0.004 0.046 0.010
S 0.033 -0.027 0.015
O -0.012 -0.032 -0.019
C -0.011 0.030 0.050
H 0.003 -0.012 -0.008
H -0.003 -0.019 -0.009
H -0.003 0.005 -0.004
H -0.010 0.001 -0.015
H 0.000 -0.004 -0.002
H 0.001 -0.009 -0.022

Computed properties:
Energy above the lowest of the compared OMol25 structures with the same formula, charge and spin: 47.02 kJ/mol
Net charge: 0
HOMO energy: -0.329 Eh

Atomic partial charges in e from the natural (NBO) method, atoms 1 to 5: atom 1 (N): -0.836, atom 2 (C): -0.247, atom 3 (C): -0.079, atom 4 (C): -0.034, atom 5 (C): -0.457



Here is a molecular structure, C12H24AgBr2ClFO3Si2 from OMol25. Energies are from the ωB97M-V functional and the def2-TZVPD basis.

Element x y z (Å)
C: -2.2905 -3.4192 -2.9267
C: -2.7196 -3.3525 -1.4569
O: -2.3502 -2.1225 -0.8385
C: -1.2555 -2.1469 0.0473
C: -0.1263 -1.2081 -0.4370
Si: 0.1328 0.2442 0.6888
C: -1.4679 1.0590 1.1689
C: -2.5573 1.0858 0.0674
C: -3.8460 0.3968 0.4924
O: -2.9158 2.4350 -0.2452
O: 1.1054 1.4090 -0.0787
Si: 2.6002 1.1226 -0.6200
Cl: 3.7261 0.9873 1.2091
C: 3.3141 2.4496 -1.6781
C: 4.5659 1.9886 -2.4350
F: 4.2093 1.6394 -3.7313
C: 1.1525 -0.3105 2.1931
Br: 1.9706 -2.0225 2.0601
C: 1.3954 0.4607 3.2479
C: 0.8399 1.8455 3.4482
Br: 2.5448 -0.0911 4.6489
H: -3.1495 -3.3275 -3.5942
H: -1.6344 -2.5726 -3.1445
H: -1.7633 -4.3446 -3.1641
H: -2.3056 -4.1892 -0.8836
H: -3.8076 -3.4172 -1.3730
H: -1.6262 -1.8416 1.0391
H: -0.8652 -3.1643 0.1553
H: 0.8030 -1.7752 -0.5447
H: -0.3703 -0.8439 -1.4414
H: -1.8418 0.5829 2.0842
H: -1.2461 2.0964 1.4445
H: -2.1980 0.6122 -0.8559
H: -4.3745 -0.0117 -0.3697
H: -3.6442 -0.4464 1.1580
H: -4.4785 1.1242 1.0058
H: -2.1221 2.9359 -0.4729
H: 2.7527 -0.2218 -1.1925
H: 3.5159 3.3471 -1.0878
H: 2.5250 2.6903 -2.4012
H: 5.0382 1.1057 -1.9858
H: 5.3196 2.7777 -2.4824
H: 1.5216 2.4428 4.0538
H: 0.6981 2.3559 2.4945
H: -0.1113 1.7989 3.9869
Ag: 5.3369 -0.1640 2.7472

Forces on the atoms, in the same order (eV/Å):
C -0.034 0.199 -0.017
C -0.141 -0.142 0.013
O -0.003 0.075 0.026
C -0.023 -0.018 0.008
C 0.259 -0.096 -0.128
Si -0.353 0.135 -0.127
C 0.121 0.118 0.156
C -0.073 0.147 -0.163
C 0.050 -0.234 -0.011
O 0.154 0.054 0.042
O -0.097 -0.420 0.132
Si -0.019 -0.103 -0.350
Cl 0.652 0.557 -0.200
C 0.026 -0.051 0.206
C 0.031 -0.014 -0.050
F 0.056 0.006 0.205
C -0.103 -0.124 0.202
Br 0.006 -0.061 -0.027
C -0.333 0.180 -0.154
C 0.089 -0.033 0.158
Br 0.438 -0.053 0.126
H 0.085 -0.065 0.037
H 0.036 -0.149 0.016
H -0.048 0.064 0.006
H -0.001 0.070 -0.039
H 0.098 -0.018 -0.005
H 0.060 -0.082 -0.062
H -0.040 0.075 0.013
H -0.051 0.083 -0.045
H -0.101 -0.013 0.124
H -0.013 0.075 -0.094
H -0.056 -0.096 0.042
H 0.051 -0.036 0.144
H -0.044 0.202 0.047
H -0.019 0.093 -0.048
H 0.042 -0.102 0.014
H -0.153 -0.134 -0.073
H 0.048 -0.015 0.035
H -0.084 -0.012 -0.082
H 0.175 0.138 -0.007
H -0.045 0.063 -0.046
H -0.136 -0.021 -0.095
H -0.019 -0.015 -0.084
H -0.048 -0.073 0.067
H 0.057 0.022 -0.102
Ag -0.496 -0.178 0.190

Computed properties:
Net charge: +1
HOMO energy: -0.439 Eh

Atomic partial charges in e from the natural (NBO) method, atoms 1 to 5: atom 1 (C): -0.647, atom 2 (C): -0.059, atom 3 (O): -0.553, atom 4 (C): -0.045, atom 5 (C): -0.995



What did we get for E? Answer: -1819.41290 -2133.40580 -655.45961 -1360.14475 -1773.56986 -7131.25480 Ha, in the order shown.